ORCA calculation (wB97M-V/def2-TZVPD) on C4H8O in the gas phase at a distorted geometry.

Each line ends with the Löwdin charge.
Geometry (Å):
C1 0.7356 -1.6369 -0.5287  -0.05
C2 0.5711 -0.1508 -0.6523  -0.31
O1 1.2577 0.3795 0.5055  -0.03
C3 0.0141 0.9468 0.1422  -0.35
C4 -1.2750 1.0410 0.8865  -0.04
H1 1.8154 -1.7265 -0.7247  0.09
H2 0.2199 -2.2661 -1.2546  0.07
H3 0.5711 -1.9439 0.5039  0.08
H4 0.7472 0.2007 -1.6764  0.13
H5 0.2773 1.8932 -0.3305  0.14
H6 -1.6509 0.0571 1.1734  0.08
H7 -1.1929 1.7235 1.7408  0.08
H8 -1.9508 1.4884 0.1386  0.09

Forces on atoms 1 to 6 (eV/Å):
C -0.2 -0.1 0.1
C 0.1 -0.1 -0.4
O 0.4 0.6 -0.1
C -0.2 0.3 -0.3
C 0.2 -0.2 0.1
H -0.3 -0.3 0.1

**ΔE to the lowest compared entry with this formula, charge and spin**: 1.9689 eV
**SMILES**: C[C@@H]1O[C@@H]1C

=====

ORCA calculation (wB97M-V/def2-TZVPD) on a 5-piece molecular cluster, C16H45N3O6 overall at a distorted geometry.

Each line ends with the Löwdin charge.
Geometry (Å):
C1 -2.2361 1.9973 0.8609  -0.14
O1 -1.9897 2.2239 -0.4798  -0.19
C2 -0.6513 2.6625 -0.8045  -0.17
C3 -0.3661 4.1278 -0.3766  -0.44
C4 -1.2787 5.2432 -0.8828  -0.05
N1 0.9980 4.5741 -0.7058  0.04
H1 -1.4352 1.4339 1.3396  0.08
H2 -3.1503 1.4274 1.0267  0.09
H3 -2.1246 2.9380 1.4003  0.08
H4 0.1187 2.0161 -0.3833  0.11
H5 -0.5402 2.6618 -1.8888  0.13
H6 -0.3906 3.9453 0.6977  0.11
H7 -1.3029 5.0845 -1.9609  0.08
H8 -0.7762 6.2104 -0.8711  0.07
H9 -2.2890 5.1696 -0.4802  0.08
H10 1.6343 3.7962 -0.6059  0.03
H11 1.2419 5.3042 -0.0520  0.08
C5 0.5054 -1.7528 3.8801  -0.09
O2 -0.7992 -2.2939 4.2338  -0.19
C6 -1.3674 -3.0724 3.1370  -0.18
C7 -0.8484 -4.4932 2.8939  -0.50
C8 -1.2629 -5.1274 1.6328  -0.06
N2 -1.0970 -5.3628 4.0033  0.05
H12 0.4555 -0.6788 3.7011  0.08
H13 1.1134 -2.2618 3.1321  0.08
H14 0.9215 -1.9511 4.8678  0.08
H15 -2.4130 -3.1365 3.4380  0.12
H16 -1.3770 -2.4737 2.2262  0.11
H17 0.2334 -4.3730 2.8362  0.13
H18 -0.5873 -4.6840 0.9013  0.07
H19 -2.3285 -5.0410 1.4206  0.08
H20 -1.0668 -6.1956 1.5399  0.08
H21 -2.0532 -5.0613 4.1246  0.07
H22 -0.4834 -5.1302 4.7711  0.08
C9 -4.8222 -2.8809 0.9843  -0.07
O3 -3.4145 -2.6207 0.6384  -0.23
C10 -3.2483 -1.5331 -0.3429  -0.19
C11 -1.8269 -1.0535 -0.7135  -0.13
N3 -0.9477 -2.3393 -0.9523  -0.04
C12 0.4708 -2.2086 -0.6250  -0.20
C13 1.2540 -1.1994 -1.5578  -0.17
O4 2.6333 -1.2575 -1.1520  -0.20
C14 3.4391 -0.2899 -1.7621  -0.12
H23 -5.4100 -1.9657 1.0552  0.07
H24 -4.9287 -3.2666 1.9982  0.08
H25 -5.3265 -3.4890 0.2333  0.08
H26 -3.9670 -0.7266 -0.1978  0.10
H27 -3.7442 -1.8903 -1.2455  0.11
H28 -1.3624 -0.3861 0.0123  0.08
H29 -1.8292 -0.4032 -1.5883  0.11
H30 -1.5064 -3.0931 -0.5785  0.07
H31 0.9263 -3.1930 -0.5177  0.11
H32 0.5784 -1.8451 0.3970  0.09
H33 0.8631 -0.1916 -1.4172  0.10
H34 1.2271 -1.4982 -2.6057  0.12
H35 3.0195 0.6866 -1.5205  0.07
H36 3.5291 -0.3906 -2.8437  0.08
H37 4.4157 -0.3722 -1.2851  0.10
C15 3.5741 2.2202 -4.6724  -0.17
O5 4.1674 3.1632 -3.8344  -0.11
H38 2.5043 2.0949 -4.5048  0.09
H39 3.6825 2.6141 -5.6830  0.08
H40 4.0800 1.2548 -4.6641  0.07
H41 4.8650 3.4927 -4.4058  0.09
C16 4.0641 4.4624 -0.7064  -0.17
O6 3.7329 3.0853 -0.7777  -0.15
H42 3.7783 4.9670 -1.6293  0.09
H43 3.8924 4.8916 0.2807  0.08
H44 5.1521 4.3983 -0.6877  0.07
H45 3.4772 3.0364 -1.7018  0.03

Forces on atoms 1 to 6 (eV/Å):
C 1.2 0.3 1.2
O 0.9 0.0 -1.7
C -0.7 1.3 -0.9
C 0.5 -0.2 1.3
C 0.1 -1.3 -0.8
N -0.5 -0.9 -0.6

**ΔE to the lowest compared entry with this formula, charge and spin**: 3.9758 eV
**SMILES**: COC[C@H](C)N.COC[C@H](C)N.COCCNCCOC.CO.CO

=====

ORCA calculation (wB97M-V/def2-TZVPD) on C2H7N3O3S in the gas phase at a distorted geometry.

Each line ends with the Löwdin charge.
Geometry (Å):
C1 -0.9964 -0.3977 -0.9937  -0.06
N1 -0.1746 -0.2785 0.2282  -0.17
C2 1.1350 0.1818 0.0943  -0.58
N2 1.7699 0.2660 -1.1436  0.17
O1 1.7834 0.5120 1.0637  0.03
S1 -0.4864 -0.9207 1.7584  0.58
N3 -0.3309 0.4224 2.6702  -0.07
O2 -1.8613 -1.3815 1.7760  -0.29
O3 0.5321 -1.8231 2.0592  -0.25
H1 -0.9797 -1.4022 -1.4161  0.09
H2 -2.1419 -0.4809 -0.6205  0.13
H3 -1.0110 0.4954 -1.6120  0.09
H4 1.4094 -0.0359 -1.9860  0.05
H5 2.7715 0.0615 -1.0632  0.13
H6 -0.3176 0.2874 3.6796  0.09
H7 0.6287 0.7631 2.6717  0.06

Forces on atoms 1 to 6 (eV/Å):
C -4.3 -1.1 2.7
N 0.6 0.6 -1.3
C 1.1 0.1 -0.3
N 0.9 0.2 1.8
O 0.3 0.0 0.3
S -2.9 0.6 -0.2

**ΔE to the lowest compared entry with this formula, charge and spin**: 0.4092 eV
**SMILES**: CN(C(N)=O)S(N)(=O)=O

=====

ORCA calculation (wB97M-V/def2-TZVPD) on C4H9N in the gas phase at a distorted geometry.

Each line ends with the Löwdin charge.
Geometry (Å):
C1 1.2095 -0.7581 -0.5967  0.02
C2 0.2537 -0.3809 0.2232  -0.42
C3 0.2778 -0.5634 1.7093  -0.09
C4 -0.9288 0.3711 -0.3590  -0.30
N1 -0.5921 0.8060 -1.7077  -0.06
H1 1.2129 -0.3786 -1.6603  0.08
H2 2.0671 -1.2806 -0.1928  0.06
H3 -0.5433 -1.3096 1.9387  0.09
H4 1.3330 -0.8553 2.0626  0.09
H5 -0.0576 0.4893 2.2071  0.12
H6 -1.7549 -0.2827 -0.3868  0.10
H7 -1.2201 1.2032 0.2784  0.10
H8 -1.4673 1.4807 -1.8185  0.12
H9 0.2100 1.4590 -1.6973  0.07

Forces on atoms 1 to 6 (eV/Å):
C 1.0 0.6 -1.1
C -0.6 0.8 0.2
C -0.5 1.1 1.0
C 2.2 0.1 0.6
N -3.3 2.9 -0.5
H 0.0 -1.1 1.3

**ΔE to the lowest compared entry with this formula, charge and spin**: 1.2986 eV
**SMILES**: C=C(C)CN

=====

| no. | orbital gap (eV) | lowest unoccupied orbital energy (eV) | energy (Ha) |
| --- | --- | --- | --- |
| 1 | 10.7 | 1.07 | -232.3733 |
| 2 | 9.1 | 0.58 | -1252.0757 |
| 3 | 11.0 | 0.64 | -868.5607 |
| 4 | 10.3 | 1.02 | -212.5034 |